--- 1 ---
Molecular formula: C4H4N2
Method: DFT, the ωB97M-V functional and the def2-TZVPD basis

Kohn-Sham gap, eV: 9.68
Molecular weight, g mol⁻¹: 80.1
Structure (SMILES): c1ccnnc1

Last column: natural (NBO) charge in e.
Atoms and positions in Å:
C (-0.032, -0.184, -1.035)  -0.185
C (0.930, -0.469, -0.149)  -0.185
C (0.745, 0.513, 0.939)  -0.009
N (-0.355, 0.982, 1.425)  -0.247
N (-1.451, 0.323, 0.956)  -0.247
C (-1.276, -0.130, -0.240)  -0.009
H (0.035, -0.156, -2.125)  0.230
H (1.773, -1.156, -0.258)  0.230
H (1.568, 1.205, 1.000)  0.212
H (-1.950, -0.929, -0.497)  0.212

--- 2 ---
Molecular formula: C4H4N2
Method: DFT, the ωB97M-V functional and the def2-TZVPD basis

Kohn-Sham gap, eV: 10.27
Molecular weight, g mol⁻¹: 80.1
Structure (SMILES): C1=N[C@@H]1[C@H]1C=N1

Last column: natural (NBO) charge in e.
Atoms and positions in Å:
C (1.879, -0.203, 0.440)  0.055
N (1.841, -0.821, -0.685)  -0.284
C (0.736, -1.032, 0.294)  -0.145
C (-0.745, -0.601, -0.373)  -0.186
C (-2.295, -0.932, -0.332)  0.093
N (-1.819, -0.153, 0.514)  -0.316
H (2.352, 0.576, 0.949)  0.210
H (0.727, -2.016, 0.870)  0.172
H (-0.384, 0.134, -1.216)  0.169
H (-2.983, -1.633, -0.728)  0.232

--- 3 ---
Molecular formula: C4H4N2
Method: DFT, the ωB97M-V functional and the def2-TZVPD basis

Kohn-Sham gap, eV: 9.56
Molecular weight, g mol⁻¹: 80.1

Last column: natural (NBO) charge in e.
Atoms and positions in Å:
C (-0.040, 1.509, -0.038)  -0.117
C (-1.088, 0.730, -0.015)  0.031
C (1.455, -0.203, 0.040)  0.699
C (-1.536, -0.467, -0.099)  -0.422
N (1.176, 0.984, 0.238)  -0.528
N (1.754, -1.336, -0.271)  -0.709
H (-0.114, 2.651, -0.086)  0.214
H (-1.681, -0.834, -1.020)  0.211
H (-1.895, -0.984, 0.843)  0.215
H (1.971, -2.049, 0.407)  0.405

Least stable of them? 2.

--- 1 ---
Molecular formula: CH4N2O
Method: DFT, the ωB97M-V functional and the def2-TZVPD basis

Kohn-Sham gap, eV: 9.04
Molecular weight, g mol⁻¹: 60.1

Last column: natural (NBO) charge in e.
Atoms and positions in Å:
C (1.858, 0.541, -0.167)  0.298
N (-2.070, 0.616, 0.055)  -0.201
N (-1.833, -0.533, 0.131)  -0.360
O (1.736, -0.370, -0.867)  -0.491
H (2.166, 0.533, 0.878)  0.100
H (1.735, 1.566, -0.629)  0.091
H (-1.091, -0.992, 0.790)  0.285
H (-2.499, -1.361, -0.190)  0.278

--- 2 ---
Molecular formula: CH4N2O
Method: DFT, the ωB97M-V functional and the def2-TZVPD basis

Kohn-Sham gap, eV: 10.96
Molecular weight, g mol⁻¹: 60.1
Structure (SMILES): [H]/N=[N+](/C)[O-]

Last column: natural (NBO) charge in e.
Atoms and positions in Å:
H (2.278, -0.833, -1.027)  0.341
N (1.377, -0.403, -1.074)  -0.462
N (0.992, 0.054, 0.003)  0.347
C (-0.444, 0.449, -0.078)  -0.463
O (1.589, 0.062, 1.081)  -0.461
H (-0.789, 0.896, 0.843)  0.228
H (-0.942, -0.614, -0.262)  0.233
H (-0.650, 1.010, -0.998)  0.238

--- 3 ---
Molecular formula: CH4N2O
Method: DFT, the ωB97M-V functional and the def2-TZVPD basis

Kohn-Sham gap, eV: 10.01
Molecular weight, g mol⁻¹: 60.1
Structure (SMILES): [H]/N=C\NO

Last column: natural (NBO) charge in e.
Atoms and positions in Å:
H (0.597, -1.501, -0.073)  0.373
N (1.253, -0.818, 0.057)  -0.647
C (0.931, 0.424, 0.023)  0.221
N (-0.474, 0.673, -0.061)  -0.362
O (-1.063, -0.672, 0.126)  -0.604
H (1.483, 1.276, -0.179)  0.182
H (-0.817, 1.188, 0.743)  0.355
H (-1.910, -0.572, -0.636)  0.482

--- 4 ---
Molecular formula: CH4N2O
Method: DFT, the ωB97M-V functional and the def2-TZVPD basis

Kohn-Sham gap, eV: 10.93
Molecular weight, g mol⁻¹: 60.1
Structure (SMILES): NC(N)=O

Last column: natural (NBO) charge in e.
Atoms and positions in Å:
N (1.077, -0.433, 0.103)  -0.858
C (0.056, 0.488, 0.020)  0.775
N (-1.174, -0.073, -0.358)  -0.849
O (0.223, 1.653, 0.294)  -0.628
H (1.030, -1.393, -0.192)  0.394
H (1.981, 0.005, 0.102)  0.404
H (-1.275, -0.860, 0.258)  0.371
H (-1.918, 0.614, -0.227)  0.392

Least stable of them? 1.

--- 1 ---
Molecular formula: CH4N2O
Method: DFT, the ωB97M-V functional and the def2-TZVPD basis

Kohn-Sham gap, eV: 8.55
Molecular weight, g mol⁻¹: 60.1
Structure (SMILES): N/C=[NH+]/[O-]

Last column: natural (NBO) charge in e.
Atoms and positions in Å:
N (0.323, -0.924, 0.732)  -0.783
C (-0.357, -0.046, -0.060)  0.192
N (0.326, 0.778, -0.910)  -0.153
O (-0.279, 1.312, -1.887)  -0.561
H (1.310, -0.745, 0.855)  0.404
H (-0.193, -1.470, 1.403)  0.406
H (-1.406, -0.249, -0.272)  0.194
H (0.276, 1.344, 0.137)  0.301

--- 2 ---
Molecular formula: CH4N2O
Method: DFT, the ωB97M-V functional and the def2-TZVPD basis

Kohn-Sham gap (spin up / spin down), eV: 11.36 / 8.91
Molecular weight, g mol⁻¹: 60.1

Last column: natural (NBO) charge in e.
Atoms and positions in Å:
C (-1.339, -0.093, -0.222)  -0.025
N (-0.256, -0.798, -0.769)  -0.014
N (1.691, 0.811, 0.342)  -0.623
O (-0.908, -1.340, 0.247)  -0.296
H (-1.129, 0.755, 0.419)  0.187
H (-2.275, -0.083, -0.772)  0.170
H (1.808, 0.138, 1.101)  0.299
H (2.409, 0.611, -0.347)  0.303

--- 3 ---
Molecular formula: CH4N2O
Method: DFT, the ωB97M-V functional and the def2-TZVPD basis

Kohn-Sham gap, eV: 8.84
Molecular weight, g mol⁻¹: 60.1

Last column: natural (NBO) charge in e.
Atoms and positions in Å:
C (-0.119, -0.274, 0.031)  0.384
N (-0.597, 1.796, 0.381)  -0.609
N (0.570, -1.403, -0.036)  -0.777
O (0.476, 0.838, -0.213)  -0.400
H (-1.141, 0.419, 0.437)  0.288
H (-0.848, 2.321, -0.467)  0.300
H (0.102, -2.278, 0.128)  0.410
H (1.558, -1.420, -0.262)  0.404

Least stable of them? 2.

--- 1 ---
Molecular formula: CH6NOP
Method: DFT, the ωB97M-V functional and the def2-TZVPD basis

Kohn-Sham gap, eV: 10.21
Molecular weight, g mol⁻¹: 79.0
Structure (SMILES): C[P@@H](N)=O

Last column: natural (NBO) charge in e.
Atoms and positions in Å:
C (-1.242, 0.441, -0.305)  -0.951
P (0.231, -0.035, 0.690)  1.671
N (1.088, -0.826, -0.472)  -1.181
O (1.006, 1.335, 1.484)  -1.025
H (-2.040, 0.657, 0.344)  0.255
H (-0.622, 1.180, -0.859)  0.246
H (-1.489, -0.187, -1.067)  0.237
H (-0.086, -1.145, 1.566)  -0.068
H (2.014, -1.113, -0.043)  0.415
H (1.139, -0.306, -1.337)  0.401

--- 2 ---
Molecular formula: CH6NOP
Method: DFT, the ωB97M-V functional and the def2-TZVPD basis

Kohn-Sham gap, eV: 10.04
Molecular weight, g mol⁻¹: 79.0
Structure (SMILES): CO[PH2]=N

Last column: natural (NBO) charge in e.
Atoms and positions in Å:
C (-1.585, 0.286, 0.159)  -0.280
O (-0.507, -0.771, 0.327)  -0.844
P (1.023, -0.497, 0.010)  1.634
N (1.520, 0.978, 0.188)  -1.303
H (-1.049, 1.199, 0.025)  0.228
H (-1.961, 0.314, -0.949)  0.185
H (-2.425, 0.026, 0.897)  0.227
H (1.070, -0.983, -1.447)  -0.126
H (1.477, -1.616, 0.797)  -0.089
H (2.436, 1.063, -0.008)  0.365

Least stable of them? 2.

--- 1 ---
Molecular formula: C21H24N2O5
Method: DFT, the ωB97M-V functional and the def2-TZVPD basis

Kohn-Sham gap, eV: 8.71
Molecular weight, g mol⁻¹: 384.4
Structure (SMILES): COc1ccc(CCNC(=O)CCN2C(=O)COc3ccccc32)cc1OC

Last column: natural (NBO) charge in e.
Atoms and positions in Å:
C (3.614, -5.120, -0.179)  -0.250
O (3.197, -4.014, 0.578)  -0.483
C (1.859, -3.776, 0.692)  0.243
C (0.861, -4.514, 0.081)  -0.295
C (-0.476, -4.175, 0.252)  -0.227
C (-0.838, -3.109, 1.052)  -0.043
C (-2.285, -2.719, 1.219)  -0.424
C (-2.516, -1.246, 0.884)  -0.215
N (-1.906, -0.929, -0.392)  -0.615
C (-2.003, 0.298, -0.929)  0.691
O (-2.771, 1.151, -0.527)  -0.645
C (-1.043, 0.554, -2.088)  -0.504
C (0.260, 1.127, -1.504)  -0.217
N (-0.022, 2.274, -0.663)  -0.449
C (-0.261, 2.035, 0.651)  0.689
O (-0.043, 0.960, 1.180)  -0.642
C (-0.860, 3.198, 1.417)  -0.161
O (-0.374, 4.460, 1.024)  -0.476
C (-0.333, 4.642, -0.328)  0.259
C (-0.391, 5.938, -0.817)  -0.239
C (-0.341, 6.172, -2.179)  -0.211
C (-0.244, 5.105, -3.053)  -0.220
C (-0.169, 3.809, -2.572)  -0.250
C (-0.198, 3.557, -1.205)  0.164
C (0.163, -2.369, 1.681)  -0.319
C (1.500, -2.674, 1.503)  0.346
O (2.534, -1.986, 2.050)  -0.496
C (2.236, -0.857, 2.841)  -0.266
H (4.701, -5.132, -0.108)  0.201
H (3.216, -6.058, 0.223)  0.175
H (3.323, -5.026, -1.231)  0.172
H (1.108, -5.358, -0.543)  0.220
H (-1.234, -4.762, -0.246)  0.209
H (-2.901, -3.342, 0.568)  0.211
H (-2.603, -2.893, 2.250)  0.223
H (-2.082, -0.599, 1.655)  0.202
H (-3.583, -1.019, 0.821)  0.217
H (-1.129, -1.521, -0.647)  0.405
H (-0.829, -0.365, -2.634)  0.221
H (-1.506, 1.279, -2.757)  0.231
H (0.735, 0.379, -0.863)  0.244
H (0.959, 1.413, -2.292)  0.213
H (-0.642, 3.090, 2.481)  0.219
H (-1.951, 3.137, 1.264)  0.215
H (-0.474, 6.747, -0.108)  0.228
H (-0.388, 7.182, -2.553)  0.217
H (-0.220, 5.275, -4.118)  0.215
H (-0.080, 3.000, -3.278)  0.212
H (-0.116, -1.531, 2.296)  0.232
H (1.633, -0.127, 2.293)  0.208
H (1.712, -1.142, 3.759)  0.171
H (3.199, -0.419, 3.098)  0.196

--- 2 ---
Molecular formula: C21H24N2O5
Method: DFT, the ωB97M-V functional and the def2-TZVPD basis

Kohn-Sham gap, eV: 8.66
Molecular weight, g mol⁻¹: 384.4
Structure (SMILES): O=C(c1ccccc1)c1ccc(O)c(O)c1.CNC(=O)[C@@H]1CCCN1C(C)=O

Last column: natural (NBO) charge in e.
Atoms and positions in Å:
O (1.373, -0.370, 2.267)  -0.552
C (1.450, -1.544, 1.911)  0.527
C (2.797, -2.164, 1.876)  -0.079
C (3.928, -1.363, 1.617)  -0.181
C (5.215, -1.910, 1.611)  -0.216
C (5.398, -3.270, 1.874)  -0.188
C (4.289, -4.078, 2.144)  -0.218
C (2.999, -3.531, 2.149)  -0.205
C (0.193, -2.223, 1.497)  -0.166
C (-1.045, -1.748, 1.977)  -0.160
C (-2.253, -2.326, 1.572)  -0.277
C (-2.251, -3.391, 0.673)  0.229
O (-3.432, -3.960, 0.266)  -0.689
C (-1.035, -3.874, 0.179)  0.307
O (-1.062, -4.911, -0.709)  -0.673
C (0.174, -3.297, 0.581)  -0.251
H (3.807, -0.299, 1.424)  0.231
H (6.072, -1.275, 1.408)  0.219
H (6.397, -3.695, 1.874)  0.218
H (4.430, -5.133, 2.358)  0.218
H (2.157, -4.177, 2.386)  0.223
H (-1.071, -0.910, 2.672)  0.241
H (-3.186, -1.933, 1.963)  0.216
H (-4.179, -3.524, 0.709)  0.497
H (-2.002, -5.138, -0.844)  0.494
H (1.091, -3.686, 0.149)  0.236
C (-3.138, 2.914, -3.895)  -0.415
N (-2.249, 2.853, -2.735)  -0.613
C (-0.958, 3.217, -2.750)  0.655
O (-0.421, 3.673, -3.755)  -0.639
C (-0.135, 3.072, -1.456)  -0.124
C (0.767, 1.834, -1.518)  -0.395
C (-0.077, 0.744, -0.861)  -0.412
C (-0.825, 1.505, 0.232)  -0.220
N (-0.947, 2.875, -0.248)  -0.451
C (-1.669, 3.809, 0.399)  0.683
C (-1.616, 5.250, -0.078)  -0.708
O (-2.377, 3.541, 1.362)  -0.634
H (-2.861, 3.754, -4.536)  0.230
H (-3.048, 1.993, -4.473)  0.198
H (-4.173, 3.040, -3.573)  0.205
H (-2.619, 2.492, -1.868)  0.404
H (0.492, 3.958, -1.354)  0.234
H (1.043, 1.569, -2.540)  0.235
H (1.663, 2.008, -0.918)  0.213
H (-0.791, 0.343, -1.582)  0.200
H (0.543, -0.053, -0.452)  0.229
H (-1.803, 1.056, 0.408)  0.209
H (-0.240, 1.498, 1.153)  0.221
H (-2.001, 5.320, -1.092)  0.228
H (-2.228, 5.860, 0.585)  0.245
H (-0.588, 5.605, -0.040)  0.223

Least stable of them? 1.

--- 1 ---
Molecular formula: C4H9F2N
Method: DFT, the ωB97M-V functional and the def2-TZVPD basis

Kohn-Sham gap, eV: 10.46
Molecular weight, g mol⁻¹: 109.1
Structure (SMILES): C[C@@H](N)C(C)(F)F

Last column: natural (NBO) charge in e.
Atoms and positions in Å:
C (-0.643, 1.804, -0.688)  -0.629
C (-0.689, 0.270, 0.005)  -0.091
N (-1.415, -0.545, -0.878)  -0.837
C (0.779, -0.087, 0.389)  0.674
C (1.063, -1.460, 0.929)  -0.682
F (1.663, 0.069, -0.753)  -0.399
F (1.222, 0.912, 1.185)  -0.345
H (-1.707, 2.056, -0.662)  0.225
H (-0.080, 1.499, -1.615)  0.223
H (0.056, 2.399, 0.072)  0.233
H (-1.212, 0.395, 0.895)  0.191
H (-1.153, -0.519, -1.817)  0.368
H (-1.513, -1.529, -0.539)  0.365
H (1.037, -2.157, 0.157)  0.235
H (2.153, -1.480, 1.465)  0.238
H (0.439, -1.626, 1.855)  0.229

--- 2 ---
Molecular formula: C4H9F2N
Method: DFT, the ωB97M-V functional and the def2-TZVPD basis

Kohn-Sham gap, eV: 10.28
Molecular weight, g mol⁻¹: 109.1

Last column: natural (NBO) charge in e.
Atoms and positions in Å:
C (-0.530, -0.063, -2.014)  -0.662
C (-0.120, -0.178, 2.144)  -0.664
C (0.310, -0.248, -0.305)  -0.049
C (-0.647, 0.171, 0.762)  0.648
N (1.643, 0.366, -0.334)  -0.845
F (-0.910, 1.490, 0.654)  -0.351
F (-1.833, -0.381, 0.556)  -0.336
H (0.227, -0.430, -2.729)  0.199
H (-0.923, 0.954, -2.388)  0.212
H (-1.503, -0.596, -2.038)  0.214
H (0.513, 0.598, 2.433)  0.235
H (-0.883, -0.166, 2.954)  0.227
H (0.339, -1.118, 2.126)  0.216
H (0.262, -1.354, -0.349)  0.212
H (1.680, 1.184, -0.912)  0.376
H (2.375, -0.229, -0.560)  0.369

--- 3 ---
Molecular formula: C4H9F2N
Method: DFT, the ωB97M-V functional and the def2-TZVPD basis

Kohn-Sham gap, eV: 9.34
Molecular weight, g mol⁻¹: 109.1

Last column: natural (NBO) charge in e.
Atoms and positions in Å:
C (-0.643, 1.757, 0.472)  -0.647
C (-0.077, -1.699, -0.862)  -0.418
C (-0.218, 0.297, 0.490)  -0.016
C (1.715, 0.443, 1.319)  0.507
N (-0.430, -0.270, -0.795)  -0.620
F (2.423, 1.273, 0.570)  -0.354
F (1.738, 0.940, 2.606)  -0.361
H (-0.132, 2.172, 1.461)  0.223
H (-1.696, 1.894, 0.534)  0.218
H (-0.153, 2.249, -0.456)  0.207
H (0.758, -2.069, -0.268)  0.187
H (-0.988, -2.285, -0.647)  0.194
H (0.063, -1.784, -1.924)  0.200
H (-0.664, -0.265, 1.383)  0.199
H (2.168, -0.507, 1.182)  0.107
H (-0.061, 0.223, -1.563)  0.371

Least stable of them? 3.